69
Properties=species:S:1:pos:R:3:lowdin_charge:R:1 method="wB97M-V/def2-TZVPD" lumo_energy_ev=-3.34 homo_lumo_gap_ha=0.27670 molar_mass_da=816.05 charge=+1 e_tot_ha=-4003.5987 relative_energy_kj_mol=23.78 fmax_ev_per_a=0.7
Ca -0.49889 0.02318 0.18679 1.1030
S -1.97659 -6.27512 4.79092 1.0611
N -2.86530 -4.96126 4.51174 -0.2042
C -2.19107 -4.22444 3.64382 -0.3027
C -2.61214 -2.94430 3.11048 -0.0725
C -3.83286 -2.35921 3.45210 0.0328
C -4.16756 -1.14103 2.91150 -0.0113
C -3.25785 -0.52511 2.05745 -0.0998
N -2.09082 -1.06510 1.73237 0.0184
C -1.76151 -2.27477 2.22524 -0.1320
C -0.49439 -2.89673 1.78594 -0.1385
N 0.25688 -2.25483 0.86926 -0.0178
C 1.37498 -2.82415 0.43721 -0.1367
C 1.83524 -4.05332 0.89685 -0.0138
C 1.08872 -4.71415 1.84269 0.0338
C -0.09924 -4.13800 2.29605 -0.0713
C -0.95942 -4.80050 3.25611 -0.3034
N -0.71601 -5.96334 3.83840 -0.2045
H -4.49376 -2.88133 4.13150 0.1291
H -5.10888 -0.66069 3.13572 0.1191
H -3.48126 0.43998 1.61598 0.1095
H 1.93332 -2.27955 -0.31690 0.1210
H 2.75374 -4.46677 0.50655 0.1202
H 1.39109 -5.67512 2.23768 0.1293
O -2.25755 0.03633 -3.47660 -0.2274
Cl -1.70801 -0.10418 -2.19258 0.6403
O -1.92541 -1.39630 -1.58579 -0.3478
O -0.25291 0.11124 -2.17267 -0.4396
O -2.23759 0.88587 -1.24081 -0.4454
I 2.04387 0.43121 2.11132 1.0288
C 2.16909 2.15671 3.32852 -0.5770
C 2.79143 1.84421 4.50634 -0.1857
C 3.13158 2.83646 5.44120 -0.0602
C 2.87475 4.13440 5.13577 -0.0200
C 2.22896 4.48644 3.92540 -0.1505
C 2.02381 5.86210 3.66917 -0.0138
C 1.40545 6.28092 2.53318 -0.0396
C 0.91547 5.31479 1.64386 -0.0838
C 1.07172 3.96196 1.84021 -0.3010
P 0.08637 2.96495 0.64683 0.9840
C -1.57910 3.67588 0.86901 -0.3774
C -2.12907 4.69480 0.09777 -0.0831
C -3.41016 5.15717 0.36378 -0.0579
C -4.14772 4.61746 1.40799 -0.0677
C -3.60250 3.60873 2.19022 -0.0793
C -2.32847 3.13608 1.91448 -0.1249
C 0.69936 3.51500 -0.97450 -0.3788
C 2.02552 3.92161 -1.12432 -0.0883
C 2.53606 4.19380 -2.38501 -0.0690
C 1.73135 4.06050 -3.50700 -0.0676
C 0.41525 3.64463 -3.36649 -0.0598
C -0.09785 3.36335 -2.11001 -0.1144
C 1.79910 3.49471 2.98547 -0.1792
H 3.05322 0.81752 4.72150 0.0761
H 3.61754 2.55712 6.36537 0.1152
H 3.15957 4.93080 5.81122 0.1215
H 2.37860 6.57362 4.40419 0.1218
H 1.25858 7.33208 2.32746 0.1164
H 0.36735 5.65526 0.77386 0.1075
H -1.56338 5.12844 -0.71706 0.1054
H -3.83193 5.94475 -0.24651 0.1120
H -5.14433 4.98461 1.61335 0.1097
H -4.16734 3.19326 3.01517 0.1069
H -1.90178 2.35232 2.53578 0.0956
H 2.66274 4.03710 -0.25656 0.1040
H 3.56494 4.51259 -2.48786 0.1089
H 2.13043 4.27478 -4.48940 0.1094
H -0.21549 3.52770 -4.23779 0.1144
H -1.11883 3.01463 -2.01863 0.0924

=====

70
Properties=species:S:1:pos:R:3:lowdin_charge:R:1 method="wB97M-V/def2-TZVPD" lumo_energy_ev="4.12 / 4.12" homo_lumo_gap_ha="0.20823 / 0.20802" molar_mass_da=767.04 charge=-2 e_tot_ha=-3246.8981 relative_energy_kj_mol=86.45 fmax_ev_per_a=1.2 multiplicity=2 s2=0.758
Ru -1.12932 0.88920 1.40658 0.8526
S -1.52493 -1.38909 1.86393 0.6956
C -2.96855 -1.26857 2.83725 -0.7291
C -3.72241 -2.48016 2.98331 -0.3102
N -4.32528 -3.45562 3.10415 0.1183
C -3.35263 -0.13160 3.48233 -0.7511
S -2.41645 1.33666 3.41164 0.6339
C -4.50815 -0.14122 4.33082 -0.3090
N -5.42821 -0.12155 5.02618 0.1139
O -0.19543 0.90043 -1.12689 -0.0156
C -0.05747 0.20331 -0.12695 -0.4528
C 3.39898 -5.42453 1.00386 -0.1215
C 3.80184 -4.30392 1.71562 -0.1049
C 3.11865 -3.10619 1.56709 -0.0365
C 2.03658 -2.99429 0.68970 -0.1853
C 1.62138 -4.13992 0.00406 -0.0261
C 2.29910 -5.33880 0.15905 -0.0951
C 1.35803 -1.68470 0.60577 -0.0415
C 0.61510 -1.15106 -0.37605 -0.1880
C 0.35273 -1.71524 -1.71775 -0.1935
C -0.96622 -1.80396 -2.16427 -0.0131
C -1.24819 -2.34203 -3.41078 -0.0919
C -0.22023 -2.77006 -4.24068 -0.1162
C 1.09690 -2.65278 -3.81685 -0.1001
C 1.37876 -2.12701 -2.56454 -0.0379
H 3.92593 -6.36457 1.11841 0.0865
H 4.64120 -4.36281 2.39856 0.0912
H 3.41436 -2.23325 2.13709 0.1087
H 0.74872 -4.09648 -0.63042 0.1142
H 1.95565 -6.21579 -0.37684 0.0943
H 1.46809 -1.08004 1.49558 0.0822
H -1.76326 -1.45929 -1.51609 0.1181
H -2.27957 -2.41732 -3.73694 0.0958
H -0.44366 -3.17718 -5.21999 0.0874
H 1.90821 -2.96351 -4.46480 0.0913
H 2.40519 -2.02696 -2.23580 0.1181
O 1.77926 0.74613 2.63706 0.0914
B 0.52826 1.42534 2.37938 -0.5752
O 0.64293 2.69382 3.05359 0.1059
C 1.84564 2.73719 3.66135 -0.2300
C 2.39063 3.74026 4.43206 -0.0072
C 3.67155 3.52587 4.95237 -0.1268
C 4.36194 2.34883 4.70001 -0.1277
C 3.79960 1.33491 3.91658 -0.0109
C 2.53870 1.55467 3.40978 -0.2261
H 1.83882 4.65096 4.62351 0.1106
H 4.13001 4.29272 5.56529 0.0840
H 5.35168 2.20940 5.11810 0.0839
H 4.32715 0.41179 3.71395 0.1064
C -3.57652 1.41569 -3.34871 -0.0306
C -2.22929 2.07483 -3.45635 -0.1807
C -1.28902 1.52302 -4.32460 -0.0788
C -0.04339 2.08941 -4.49407 -0.6649
Cl 1.09160 1.35556 -5.60743 0.6053
C 0.32066 3.22642 -3.79855 -0.1124
C -0.59877 3.78286 -2.93200 0.0026
C -1.86133 3.22666 -2.75522 -0.2356
O -2.67791 3.95504 -1.92932 -0.0412
C -3.46902 3.32927 -0.91440 -0.0873
C -2.67295 2.34828 -0.05214 -0.6494
O -1.72065 2.82310 0.63742 -0.1103
O -2.99525 1.13792 -0.06106 -0.0601
H -3.64046 0.60258 -4.07265 0.0718
H -4.38384 2.12062 -3.56262 0.0831
H -3.73422 1.00032 -2.35277 0.0694
H -1.54327 0.62396 -4.87280 0.1025
H 1.30703 3.65350 -3.91650 0.0984
H -0.35147 4.65447 -2.34112 0.1230
H -4.34371 2.82939 -1.33013 0.1053
H -3.78981 4.16510 -0.29339 0.1293

=====

68
Properties=species:S:1:pos:R:3:lowdin_charge:R:1 method="wB97M-V/def2-TZVPD" lumo_energy_ev="-6.39 / -9.22" homo_lumo_gap_ha="0.23127 / 0.16603" molar_mass_da=916.42 charge=+2 e_tot_ha=-2875.8276 relative_energy_kj_mol=61.62 fmax_ev_per_a=1.4 multiplicity=5 s2=6.031
Pt 0.44927 -0.62587 -0.18343 0.5944
N 3.57947 -0.78919 -3.63354 0.1488
C 2.48128 -0.97610 -2.91315 -0.1312
N 2.18811 -0.30297 -1.83581 -0.0136
C 3.05718 0.69257 -1.39113 -0.2750
N 2.84218 1.34650 -0.29364 0.0805
N 1.75984 1.03833 0.42463 -0.1423
C 1.73211 1.30327 1.67870 -0.0392
C 0.58423 0.90432 2.47328 -0.2511
C 0.39760 1.37371 3.76893 0.0236
C -0.67619 0.91012 4.50909 -0.0076
C -1.54957 0.00164 3.93132 -0.0093
C -1.31858 -0.39923 2.62542 -0.1184
N -0.27996 0.03022 1.92074 0.0039
C 4.25106 0.97654 -2.16493 -0.0822
C 5.16597 1.96944 -1.80139 0.0074
C 6.30779 2.15839 -2.54709 -0.0336
C 6.56014 1.35923 -3.66406 -0.0268
C 5.66869 0.37651 -4.04233 0.0076
C 4.51413 0.18720 -3.29319 -0.1593
H 3.74079 -1.35225 -4.45555 0.1752
H 1.78205 -1.72963 -3.25560 0.1509
H 2.58224 1.78296 2.15576 0.1498
H 1.09924 2.08744 4.18030 0.1320
H -0.83148 1.25084 5.52372 0.1294
H -2.39179 -0.39550 4.48007 0.1249
H -1.99481 -1.08287 2.12733 0.1005
H 4.95647 2.57472 -0.93132 0.1199
H 7.01529 2.92665 -2.26811 0.1214
H 7.46227 1.51043 -4.24068 0.1246
H 5.86070 -0.23828 -4.91331 0.1271
S -1.31761 -2.37121 -0.36930 0.7971
C -0.76982 -3.45499 0.84993 -0.6617
C -1.70150 -4.27745 1.49805 -0.0179
C -1.29945 -5.13283 2.50739 -0.1439
C -2.27142 -5.92770 3.19189 -0.1478
N -3.07289 -6.54052 3.74005 0.2313
C 0.06841 -5.21016 2.85306 -0.1312
C 1.00453 -4.43403 2.17994 -0.0170
C 0.59757 -3.54267 1.19310 -0.6436
S 1.79021 -2.57318 0.38843 0.8091
C 0.49080 -6.09308 3.89292 -0.1392
N 0.82469 -6.78234 4.74925 0.2401
H -2.74466 -4.23113 1.21365 0.1351
H 2.05391 -4.52576 2.42780 0.1351
Te -0.86689 1.35421 -1.72856 1.4518
C -1.54606 2.46247 -0.04445 -0.5093
C -0.84190 3.61400 0.29255 -0.1510
C -1.27916 4.40029 1.34868 -0.0656
C -2.41009 4.03758 2.06570 -0.0583
C -3.10232 2.88060 1.73046 -0.0643
C -2.67456 2.09145 0.67429 -0.1343
C -2.79669 0.86716 -2.48715 -0.5018
C -3.22044 1.64280 -3.56194 -0.1396
C -4.51955 1.50680 -4.02869 -0.0546
C -5.38293 0.60176 -3.43061 -0.0489
C -4.94309 -0.19324 -2.38145 -0.0585
C -3.64573 -0.06666 -1.90819 -0.1627
H 0.03540 3.90538 -0.27317 0.0977
H -0.74981 5.31046 1.59849 0.1160
H -2.76181 4.66278 2.87561 0.1160
H -3.98599 2.59623 2.28769 0.1164
H -3.23529 1.20761 0.40467 0.0902
H -2.54938 2.35210 -4.02993 0.0946
H -4.85605 2.11289 -4.85905 0.1189
H -6.39892 0.50694 -3.78945 0.1188
H -5.61137 -0.91691 -1.93347 0.1159
H -3.30584 -0.70886 -1.10922 0.0346